No. 1
{
  "formula": "C4H21NO8",
  "method": "ωB97M-V/def2-TZVPD",
  "smiles": "O=CCCNCO.O.O.O.O.O.O",
  "charge": 0,
  "multiplicity": 1,
  "gap_ev": 9.046,
  "max_force_ha_per_bohr": 0.0370,
  "symbols": ["C", "C", "C", "O", "N", "C", "O", "H", "H", "H", "H", "H", "H", "H", "H", "H", "H", "H", "O", "H", "H", "O", "H", "H", "O", "H", "H", "O", "H", "H", "O", "H", "H", "O"],
  "coordinates": [[-1.115, -0.727, -1.094], [-0.672, -0.584, -2.581], [0.661, 0.067, -2.606], [1.707, -0.446, -2.949], [-0.435, -1.651, -0.237], [0.991, -1.687, -0.062], [1.567, -2.644, -0.959], [-2.156, -1.040, -1.053], [-1.079, 0.301, -0.724], [-0.612, -1.554, -3.062], [-1.288, -0.005, -3.276], [0.848, 1.114, -2.294], [-0.795, -2.590, -0.273], [1.307, -2.088, 0.898], [1.423, -0.694, -0.120], [1.795, -2.260, -1.816], [-1.560, 0.583, 3.102], [-0.742, 0.521, 1.746], [-1.620, 0.510, 2.147], [1.218, 3.103, 0.934], [-0.022, 3.147, 1.890], [0.517, 2.579, 1.331], [2.117, 1.618, -0.791], [2.949, 2.859, -0.842], [2.631, 2.199, -0.213], [-1.980, -1.425, 1.943], [-1.965, -1.668, 3.341], [-2.567, -1.838, 2.607], [-2.740, 1.509, 0.339], [-3.082, 0.218, 0.674], [-3.514, 0.943, 0.198], [3.327, 0.212, 0.950], [2.324, 1.171, 1.316], [2.561, 0.250, 1.537]]
}

=====

No. 2
{
  "formula": "C4H22N2O5",
  "method": "ωB97M-V/def2-TZVPD",
  "smiles": "CNCCNC.O.O.O.O.O",
  "charge": 0,
  "multiplicity": 1,
  "gap_ev": 10.148,
  "max_force_ha_per_bohr": 0.1167,
  "symbols": ["C", "N", "C", "C", "N", "C", "H", "H", "H", "H", "H", "H", "H", "H", "H", "H", "H", "H", "H", "H", "O", "H", "H", "O", "H", "H", "O", "H", "H", "O", "H", "H", "O"],
  "coordinates": [[0.856, -2.008, 2.292], [0.839, -1.299, 1.008], [-0.022, -1.822, 0.000], [-1.263, -1.085, -0.388], [-0.868, 0.152, -0.981], [-1.835, 0.478, -2.100], [0.210, -1.407, 2.958], [1.903, -1.890, 2.758], [0.357, -3.058, 2.178], [1.826, -1.315, 0.594], [0.427, -2.177, -1.076], [-0.319, -2.933, 0.340], [-1.900, -1.830, -0.964], [-1.861, -0.970, 0.534], [-0.655, 0.788, -0.260], [-1.762, -0.295, -2.816], [-2.960, 0.469, -1.698], [-1.517, 1.361, -2.699], [-0.016, 1.632, 2.854], [0.843, 0.855, 1.696], [0.756, 1.728, 2.356], [-1.589, 2.712, 1.705], [-1.539, 1.175, 0.843], [-1.914, 1.803, 1.584], [2.376, 1.293, -1.450], [1.527, 0.371, -0.643], [2.349, 0.848, -0.614], [1.772, 2.338, 0.198], [1.417, 3.603, 1.208], [1.208, 3.051, 0.358], [-0.058, -1.393, -3.401], [0.751, -0.354, -2.776], [0.663, -0.821, -3.597]]
}